(1)
Formula: C58H149N11O18
Source: the Open Molecules 2025 dataset
Level of theory: ωB97M-V/def2-TZVPD

Results
**ΔE to the lowest compared entry with this formula, charge and spin**: 92.3 kcal/mol
**Orbital gap**: 8.82 eV
**DFT total energy**: -115792.956 eV
**E_HOMO**: -0.3104 Eh
**Total charge**: 0

Positions of all 236 atoms, in Å:
1 H 3.632 8.850 -1.575
2 H -0.585 6.623 -7.806
3 C -0.601 -0.582 2.157
4 C -2.909 6.011 2.683
5 C 4.558 8.438 -1.993
6 H -0.632 7.090 1.946
7 H 1.155 7.141 -10.398
8 H 1.592 -6.610 -6.821
9 O 8.527 8.461 -5.327
10 H -1.082 -5.485 7.558
11 H -2.836 4.533 -0.196
12 C -4.283 -7.219 3.473
13 H -6.444 -6.565 5.897
14 C -1.501 5.436 2.720
15 H 1.336 3.641 -1.727
16 H -3.672 1.243 -2.028
17 C 4.114 -0.027 0.966
18 C 0.791 -5.801 0.835
19 H 1.648 0.999 -4.946
20 H 0.806 -8.254 -3.730
21 H 0.952 1.420 -7.359
22 N 4.515 -1.097 1.872
23 C 3.298 2.818 0.111
24 H 0.919 -6.168 6.516
25 H -1.113 -7.387 -2.537
26 H -2.164 -1.894 1.491
27 H -3.822 0.065 1.312
28 H -3.479 -2.701 -2.304
29 C 1.084 5.436 -8.262
30 H -0.893 4.872 -7.461
31 C -6.903 -8.450 13.396
32 N -3.297 -7.658 1.182
33 H -0.491 -0.771 -0.630
34 N 0.287 5.946 -6.057
35 H -0.543 1.857 -7.961
36 C -5.398 -8.716 1.699
37 H 3.123 -0.315 0.604
38 H 0.580 -6.381 -0.062
39 H -3.274 -3.163 8.457
40 H 2.555 -8.030 -7.318
41 H 4.955 9.123 -3.996
42 C 8.560 7.779 -4.073
43 H 0.957 0.036 0.017
44 H -6.798 -9.376 12.821
45 C 3.721 4.547 -5.503
46 H 0.089 6.155 -11.343
47 H -1.802 -4.162 4.111
48 O 4.096 7.301 -2.741
49 H -6.441 -8.547 1.973
50 C -4.702 -4.492 9.299
51 H -5.398 -8.992 0.645
52 C -6.021 -6.101 10.675
53 H -3.682 -6.303 3.476
54 C 1.304 -6.585 4.365
55 C -3.308 -4.226 8.719
56 H -4.577 4.931 -0.579
57 C -0.169 5.684 -7.419
58 H -4.974 -3.679 9.970
59 H 2.982 2.109 -0.669
60 C 0.288 3.551 -1.419
61 O -1.012 -2.877 2.884
62 H 7.012 7.054 -2.753
63 H -3.105 -0.056 -1.241
64 C 3.187 -2.435 4.455
65 H -3.761 -8.034 3.984
66 C -0.333 8.844 -3.676
67 H 5.087 10.367 -2.690
68 H -1.421 8.884 -3.513
69 C 3.982 1.276 1.723
70 C -1.711 2.896 4.594
71 O -2.238 3.191 3.323
72 N 6.734 9.061 -2.926
73 H 4.818 0.036 0.130
74 H -2.847 7.051 2.368
75 H 0.015 0.143 -8.062
76 C -3.384 -3.612 -1.705
77 O 0.721 5.217 -9.664
78 C -4.561 -7.511 1.979
79 H -4.421 -3.985 -1.665
80 H -5.204 -7.805 5.997
81 H -6.100 -8.281 14.111
82 H 0.259 5.677 -3.492
83 H 0.970 2.299 -3.814
84 H -1.520 -4.023 6.804
85 H 2.246 -2.619 4.959
86 N -4.772 -5.774 10.001
87 H -5.119 -6.611 12.508
88 N 1.754 3.054 -5.541
89 H 2.220 -5.296 2.997
90 C -3.630 4.533 -0.951
91 H 6.107 6.121 -6.140
92 H 3.329 -6.607 4.643
93 H 7.275 9.738 -3.458
94 C -4.742 0.135 0.728
95 C -2.173 -3.574 3.271
96 C -1.119 -1.962 1.798
97 C 1.329 -7.487 -4.301
98 H -1.309 7.187 -5.570
99 H -5.413 -4.547 8.467
100 H -0.411 -4.725 -3.317
101 C -0.311 1.320 -1.083
102 H -3.093 -8.643 1.337
103 C -0.368 1.802 -5.247
104 H -1.119 5.696 3.715
105 H -2.570 -4.307 2.552
106 H 2.350 2.849 0.669
107 H 3.000 5.551 -2.492
108 H 2.933 -2.382 1.694
109 H 1.114 3.826 -5.699
110 H -0.952 1.524 -4.367
111 C -1.372 3.937 2.474
112 N 2.599 -7.279 4.416
113 H 8.833 6.733 -4.234
114 H -5.771 1.120 -0.871
115 H -0.808 2.740 -5.609
116 O 3.499 -3.627 3.709
117 C -4.254 2.426 -0.164
118 C -5.807 -7.121 11.828
119 C -0.121 0.146 -0.171
120 H 4.478 -4.411 2.161
121 H 6.969 4.780 -5.495
122 O 5.030 4.615 -5.007
123 H -4.658 -6.520 9.326
124 H -0.282 9.092 -4.744
125 H 3.525 3.780 -0.341
126 H 5.455 -3.224 3.067
127 C 1.165 -5.664 5.583
128 H -1.909 -6.765 -3.856
129 H 2.891 -7.588 3.492
130 H -0.067 -6.346 -5.391
131 C 9.724 8.270 -6.046
132 C -1.341 -6.409 -2.985
133 C 1.231 -5.752 3.070
134 H 0.034 -5.020 0.945
135 H -2.565 -4.438 9.493
136 H -5.074 -9.594 2.269
137 H 0.478 -4.959 3.172
138 C -0.071 1.018 -7.423
139 O 1.641 -8.169 -5.491
140 H -1.407 6.230 -3.167
141 H -0.500 -2.354 0.986
142 H -3.543 5.486 1.963
143 C 5.999 5.056 -5.915
144 C 5.299 9.340 -2.980
145 H 3.839 6.233 -0.991
146 H 3.501 2.709 -4.419
147 H 1.771 -5.342 0.671
148 O -3.846 3.174 -1.299
149 C -0.868 6.255 -5.191
150 H -3.261 5.109 -1.797
151 H -0.407 7.019 -9.823
152 H -1.521 5.396 -5.329
153 H 0.215 -5.161 5.353
154 H -7.886 -8.601 13.843
155 H -4.808 -6.075 5.796
156 H 2.520 3.997 -3.787
157 C -1.904 -5.037 6.998
158 H 5.298 -0.881 2.460
159 H -5.018 -6.651 1.479
160 C 0.518 -6.182 -4.472
161 C 3.331 6.425 -1.939
162 C 2.872 3.550 -4.727
163 C 4.028 -2.437 1.636
164 C 2.281 -7.389 -6.484
165 H 4.720 1.330 2.530
166 H -0.193 3.416 -2.396
167 H -5.605 0.442 1.325
168 O 0.179 7.608 -3.256
169 H -4.929 -0.920 0.503
170 C 0.346 6.390 -10.311
171 H 0.980 6.684 -6.058
172 H 1.885 -4.862 5.719
173 H -0.331 3.679 2.708
174 H -2.002 -5.412 5.980
175 H -2.534 -7.077 1.511
176 H 9.230 8.335 -3.410
177 O -2.493 -4.382 -2.430
178 H 2.993 1.377 2.184
179 H -3.094 -3.411 -0.663
180 H 3.197 -6.915 -6.115
181 C -4.746 1.009 -0.511
182 H -4.995 2.915 0.479
183 H 0.193 1.172 -2.046
184 H 0.478 -7.292 4.271
185 H 6.541 7.508 -4.427
186 H 1.248 -5.418 -4.758
187 H -5.465 -8.032 11.336
188 N -0.097 -5.688 -3.269
189 H -1.477 3.695 1.417
190 H -3.391 5.857 3.647
191 H -6.724 -6.636 10.020
192 H -0.977 3.626 4.947
193 H 5.919 4.501 -6.857
194 H -1.841 -5.701 -0.988
195 C -5.485 -6.879 5.482
196 H -2.517 2.924 5.331
197 C 4.456 -3.451 2.680
198 H -6.603 -5.235 10.993
199 H -1.363 1.340 -1.401
200 H 3.743 4.314 -6.571
201 N -3.961 0.362 -1.595
202 O -5.540 -7.061 4.098
203 H 10.621 8.771 -5.676
204 C 1.109 1.937 -4.841
205 H -1.175 -0.110 2.965
206 H 4.316 -2.728 0.617
207 H -3.251 -6.191 -1.982
208 O 4.338 2.431 0.979
209 C -0.477 6.458 -3.701
210 H 2.173 -7.147 -3.686
211 H 0.411 -0.494 2.573
212 H 4.069 -2.186 5.049
213 H 1.705 6.333 -8.340
214 O 0.087 2.533 -0.475
215 O -7.006 -7.307 12.557
216 H 1.622 4.538 -7.973
217 H 0.309 5.888 1.919
218 H 9.555 8.549 -7.086
219 C -2.261 -5.730 -1.997
220 H -3.345 2.352 0.453
221 H 0.158 9.627 -3.106
222 O 0.922 -6.617 1.996
223 H 2.392 6.939 -1.679
224 O -3.168 -5.071 7.602
225 H 3.212 5.502 -5.298
226 H -0.131 4.461 -0.989
227 H -1.060 1.270 1.420
228 O -0.687 0.783 -6.190
229 C 7.134 7.792 -3.550
230 N -0.665 6.102 1.686
231 H -3.012 -2.900 3.469
232 H -1.296 1.884 4.586
233 H 9.964 7.201 -6.117
234 N -0.888 0.348 1.057
235 H 3.084 -1.595 3.764
236 H 5.186 8.087 -1.170

=====

(2)
Formula: C58H150BN12O26
Source: the Open Molecules 2025 dataset
Level of theory: ωB97M-V/def2-TZVPD

Results
**Orbital gap**: 9.26 eV
**DFT total energy**: -134372.470 eV
**E_HOMO**: -0.2743 Eh
**Total charge**: -1

Positions of all 247 atoms, in Å:
1 O 1.172 -0.089 -6.023
2 C -2.210 -3.799 -3.538
3 H -1.098 5.012 1.318
4 C 4.043 4.660 -7.146
5 H -4.075 5.876 -0.842
6 O -0.880 -5.123 7.714
7 C 1.430 -6.035 2.673
8 C 2.978 -2.878 1.310
9 H -5.152 2.645 -1.741
10 O 3.475 3.441 1.649
11 O -1.923 -0.193 0.301
12 H 4.661 2.596 0.165
13 H -5.731 0.927 6.962
14 O 0.159 1.076 0.230
15 H 5.228 2.265 -6.985
16 C 3.818 3.016 3.972
17 H -2.971 -9.179 4.463
18 O 1.249 5.962 3.543
19 H -3.291 -3.031 -5.024
20 H 0.782 -5.683 1.866
21 H -2.869 -3.347 7.580
22 H 3.449 1.171 4.686
23 H 1.124 -4.690 8.445
24 O 1.931 0.015 4.380
25 H -3.784 2.650 0.951
26 H 3.416 -7.333 1.516
27 N 0.133 7.637 -5.224
28 H -0.229 6.084 -7.747
29 H -4.975 4.967 -2.790
30 C -1.257 7.316 -3.166
31 H -1.526 2.230 1.826
32 H -2.110 -7.665 4.679
33 H -4.416 2.762 3.666
34 H -3.225 4.833 -2.666
35 H 3.799 -8.934 -0.326
36 H -2.540 -3.540 3.847
37 H -1.364 9.766 -5.593
38 H -2.316 8.287 -5.608
39 C -3.567 3.013 1.966
40 H 5.746 3.746 4.362
41 H 3.693 3.970 -0.388
42 H -3.811 -0.603 -1.566
43 C 2.881 -0.681 -8.367
44 H 4.489 4.701 5.222
45 C -2.805 -8.195 4.021
46 H -3.352 -6.705 1.991
47 O -0.220 -3.123 0.929
48 H -2.065 -2.551 -1.787
49 N 4.730 0.147 -7.012
50 H -1.623 -1.731 -3.236
51 H 4.093 2.626 -4.301
52 H 4.210 -0.451 1.230
53 H -4.073 3.942 -6.094
54 H 0.973 7.226 -4.820
55 C 0.112 -4.972 8.728
56 H 3.080 -11.021 2.147
57 H -6.459 1.173 5.402
58 H 3.507 1.504 2.458
59 O -4.516 2.552 -3.648
60 H 5.187 -2.860 0.278
61 C -3.524 3.379 -6.851
62 C 2.405 -7.749 1.397
63 H -4.333 0.252 3.602
64 O -1.399 5.308 -6.192
65 H 4.793 5.249 -7.668
66 O -3.633 -1.970 -3.119
67 O -1.399 5.417 3.340
68 H 5.007 0.292 -6.039
69 H 1.377 -9.595 1.210
70 B -0.645 0.001 -0.382
71 H 5.197 4.637 -5.349
72 C 0.931 0.332 3.434
73 H -2.918 -4.493 -3.063
74 C 2.076 3.954 -3.377
75 H -2.066 7.763 -2.578
76 H 4.249 -9.567 2.220
77 O -2.667 -1.871 1.636
78 C -1.814 9.005 -4.953
79 H 3.870 -2.928 1.946
80 C 0.806 5.280 2.379
81 H 4.932 -0.855 -7.074
82 H 0.843 -0.447 2.665
83 O -4.185 4.926 -0.892
84 N -2.427 1.743 -5.479
85 H -0.580 -0.470 -5.092
86 H 3.706 2.377 5.776
87 O -0.200 6.928 -2.287
88 C -1.949 -6.029 -0.229
89 C -5.171 -0.540 5.450
90 H -0.766 -7.662 0.633
91 C 3.614 3.260 -5.057
92 C 3.345 -2.067 0.040
93 H 2.793 3.384 4.117
94 H -0.248 -3.269 6.900
95 H -3.663 1.716 7.528
96 H -4.775 -0.275 -3.017
97 H 2.813 -2.417 8.035
98 H 1.223 1.249 2.927
99 H -1.871 3.612 3.627
100 H 1.631 4.821 -2.895
101 O 2.901 4.327 -4.459
102 H 1.026 -5.942 3.682
103 H 0.158 -4.686 6.021
104 C -0.392 5.158 -7.206
105 H -3.704 2.192 -4.060
106 C 3.230 -9.947 2.259
107 H -2.545 9.530 -4.337
108 O -0.867 0.515 -1.772
109 H 2.567 -0.148 0.830
110 H 2.419 -2.136 -0.537
111 H -5.845 -0.552 3.322
112 H -1.424 -2.377 4.421
113 H 1.971 0.450 -1.378
114 H 1.804 -0.830 -8.429
115 O 1.701 -7.413 2.573
116 C -1.794 -7.300 0.589
117 C -4.270 2.951 -2.305
118 H 4.144 -2.314 4.920
119 C -1.897 -1.382 0.869
120 H -2.794 2.529 6.233
121 H -3.363 2.468 -1.944
122 C -2.318 -7.067 2.007
123 C 2.975 0.219 -1.761
124 O 3.889 0.195 -0.703
125 H -0.668 3.835 -4.972
126 N 3.028 -9.569 -0.144
127 C -1.604 4.119 -5.476
128 H 0.613 0.352 -4.088
129 O -4.727 2.867 2.748
130 H 2.816 -1.306 -5.527
131 H -2.368 4.269 -4.711
132 H -2.584 -9.150 0.632
133 O -4.523 1.874 5.652
134 H -1.499 6.279 3.749
135 N -2.515 -3.697 -4.977
136 H -0.305 -4.250 9.439
137 C 3.711 3.125 0.296
138 N 2.193 -2.383 7.236
139 C 2.658 -1.375 6.261
140 H -3.245 4.049 1.818
141 C 4.657 3.910 -5.962
142 H -2.670 1.090 2.463
143 C 2.413 -9.261 1.150
144 H 1.294 3.250 -3.679
145 C -2.343 -2.469 -2.847
146 O -2.047 2.664 3.746
147 C 3.490 -0.578 0.417
148 H 3.599 3.941 -7.839
149 C 3.963 2.502 2.552
150 H 3.317 -1.676 -8.233
151 H 6.035 2.422 -5.607
152 H 2.949 1.172 -7.409
153 C 4.750 4.196 4.293
154 H -0.734 6.659 1.841
155 H 0.814 -1.401 -4.444
156 H -0.375 6.797 -5.517
157 C 1.697 -1.186 5.103
158 C -0.651 -4.252 6.629
159 H -3.345 4.186 -7.574
160 H 3.265 5.306 -6.740
161 H -6.693 -1.138 6.672
162 H -6.029 -2.367 5.738
163 H 2.157 -2.341 1.780
164 O 0.064 -1.286 -0.393
165 H 2.653 3.405 -2.618
166 H 3.239 -0.213 -9.281
167 H -2.419 -4.992 5.668
168 N 4.590 -2.605 -0.504
169 H 4.650 -2.117 6.653
170 H -1.367 6.674 -0.575
171 H 0.654 -1.176 5.438
172 C -3.813 -0.631 -2.656
173 H -2.779 0.762 6.258
174 C -0.648 5.604 2.114
175 H 5.079 -1.796 -0.893
176 C -5.522 0.884 5.882
177 C -2.418 2.150 2.463
178 H 2.971 0.306 -5.049
179 H 2.350 -5.436 2.700
180 C -1.931 -4.025 5.826
181 H -4.037 2.512 -7.253
182 H -1.161 5.180 -1.525
183 C -0.541 -2.064 0.498
184 H 0.108 -5.912 9.284
185 N -6.317 -1.399 5.768
186 N 4.086 1.931 4.945
187 H 1.015 4.209 2.415
188 O -2.270 -8.302 2.727
189 H 1.985 -7.247 0.515
190 H -0.129 -3.716 -3.987
191 C -2.137 2.941 -6.287
192 C -3.387 1.643 6.469
193 H -0.053 0.438 3.901
194 H 4.875 4.957 3.522
195 H 2.742 -0.430 6.815
196 H 3.461 -10.483 -0.093
197 C -0.791 -4.359 -3.398
198 H 2.779 -3.921 1.073
199 H -1.594 6.396 -3.655
200 H 0.722 5.655 4.287
201 H -0.449 -4.361 -2.361
202 N 5.697 2.959 -6.400
203 H 5.023 2.282 2.338
204 H 2.833 -0.763 -2.234
205 H 0.484 4.809 -6.645
206 O 0.493 3.234 -0.207
207 H 0.240 5.849 -0.723
208 H 2.924 2.647 -5.652
209 H -0.806 -4.004 4.027
210 C 3.261 0.160 -7.137
211 N -2.521 -8.405 -0.062
212 O -0.972 2.512 -2.755
213 H -2.982 -5.682 -0.327
214 H -2.501 -2.215 6.545
215 H 2.818 -9.688 3.240
216 C -0.614 1.788 -1.859
217 H -3.024 -4.552 -5.197
218 H 2.938 2.421 -0.027
219 H -1.609 -6.227 -1.246
220 C 2.556 -0.297 -5.876
221 C -4.170 4.470 -2.236
222 H -3.510 -8.167 -0.153
223 H 3.279 0.882 -2.569
224 C -0.707 8.285 -4.208
225 H -1.590 2.633 -7.182
226 H -0.660 -5.331 -3.874
227 C 4.090 -1.696 5.815
228 H 1.412 5.656 1.554
229 N -2.847 -3.173 6.580
230 H -4.283 -0.839 6.017
231 H 1.908 -1.978 4.374
232 C -1.640 -3.449 4.456
233 H -1.408 -5.201 0.230
234 C 0.476 -0.438 -4.834
235 H -1.710 -6.358 2.578
236 H 4.629 -0.760 5.641
237 H -0.097 9.063 -3.741
238 H -2.345 0.910 -6.046
239 H -0.687 4.384 -7.916
240 H -3.026 -0.025 -3.108
241 C -0.685 6.123 -1.231
242 H 1.323 -1.966 7.561
243 C -4.951 -0.583 3.943
244 H -3.794 -7.725 4.005
245 H -4.382 -1.477 3.674
246 C 0.094 2.147 -0.527
247 H -1.769 1.638 -4.706